1.
{"formula": "C4H10N3O", "method": "ωB97M-V/def2-TZVPD", "elements": ["C", "N", "C", "N", "N", "C", "O", "C", "H", "H", "H", "H", "H", "H", "H", "H", "H", "H"], "xyz": [[0.8403, -1.3978, -2.2242], [-0.2265, -0.9080, -1.3054], [-1.0568, 0.2408, -1.4659], [-0.7109, 1.4190, -0.6561], [0.1636, 1.4614, 0.1552], [0.9148, 0.8172, 0.9723], [0.7718, 0.5412, 2.2196], [-0.4671, 0.6079, 3.0042], [0.5513, -1.8693, -3.1169], [1.4653, -0.5985, -2.4682], [1.3718, -2.0590, -1.5084], [-0.2959, -1.5238, -0.4991], [-2.1493, 0.0888, -1.2804], [-0.9278, 0.6489, -2.4026], [1.9984, 0.7904, 0.6975], [-0.5268, 1.4889, 3.8144], [-0.3463, -0.2844, 3.6879], [-1.3701, 0.5362, 2.3762]], "atomic_forces_ev_per_a": [[-0.39, 0.11, 3.10], [-0.27, 0.02, 0.26], [0.15, -3.08, 2.30], [0.01, 2.16, -0.33], [-1.91, -0.72, 0.31], [3.27, -0.08, 0.12], [-0.85, 0.40, 0.52], [-0.27, -0.12, 2.54], [-0.86, -0.87, -0.92], [1.26, 1.27, -0.46], [0.16, 0.05, -1.21], [-0.75, 0.54, -0.43], [0.74, 0.14, -0.08], [0.04, 0.76, -2.41], [-0.91, -0.08, 0.02], [0.55, -1.41, -2.54], [-0.47, 0.79, -1.07], [0.50, 0.13, 0.30]], "orbital_gap_ha": 0.309, "max_force_ev_per_a": 3.8, "charge": 1, "de_lowest_kcal_mol": 105.1, "e_homo_ev": -13.4}



2.
{"formula": "C4H10N3S", "method": "ωB97M-V/def2-TZVPD", "elements": ["H", "N", "N", "N", "C", "C", "C", "S", "C", "H", "H", "H", "H", "H", "H", "H", "H", "H"], "xyz": [[2.9727, -0.9976, -1.6405], [2.2879, -0.7271, -1.0651], [2.3202, -0.7988, 0.1461], [0.9821, -0.1958, 0.7905], [0.9760, -0.1839, 2.0870], [0.0539, 0.4910, -0.0109], [0.1114, 2.0294, 0.1313], [-1.6179, -0.0551, 0.3357], [-1.9845, -1.4345, -0.8128], [1.9059, -0.4002, 2.6543], [0.0584, -0.0216, 2.6995], [0.3127, 0.1913, -1.0728], [-0.2674, 2.4640, 1.1847], [-0.4756, 2.4441, -0.7459], [1.1575, 2.3378, -0.1092], [-2.5640, -0.9364, -1.6951], [-2.6478, -1.9987, -0.1064], [-1.0366, -1.9295, -1.0043]], "atomic_forces_ev_per_a": [[4.15, -1.94, -1.96], [-5.37, 2.37, 5.13], [0.81, 0.08, -2.10], [1.82, -0.01, 2.48], [0.51, -0.70, -0.36], [-1.70, 0.27, -2.51], [0.07, 0.94, 0.13], [-0.59, 0.24, 0.37], [-1.35, 1.64, 0.32], [-0.60, -0.36, -0.74], [0.60, 0.43, -1.01], [-0.29, 0.52, 1.06], [0.86, -1.14, -2.51], [0.33, -0.39, 1.41], [-0.63, 0.02, 0.68], [1.28, -1.55, 1.40], [0.48, -0.07, -1.33], [-0.40, -0.35, -0.46]], "orbital_gap_ha": 0.268, "max_force_ev_per_a": 7.8, "charge": 1, "de_lowest_kcal_mol": 103.5, "e_homo_ev": -12.8}



3.
{"formula": "C4H10N3S", "method": "ωB97M-V/def2-TZVPD", "elements": ["C", "N", "C", "C", "N", "N", "C", "S", "H", "H", "H", "H", "H", "H", "H", "H", "H", "H"], "xyz": [[-0.1927, -1.9902, 1.0672], [-0.2190, -0.5050, 1.0180], [1.1615, 0.0602, 0.9931], [1.3266, 0.7490, -0.1761], [0.3075, 0.7737, -0.9760], [0.1036, 1.5044, -2.1530], [-0.8896, 0.0045, -0.3773], [-2.3569, 0.9452, -0.1342], [-1.1384, -2.2716, 1.3105], [0.0007, -2.2624, 0.0087], [0.4891, -2.2089, 1.9169], [-0.7590, -0.1133, 1.8299], [1.7753, -0.1628, 1.9310], [2.1355, 1.3396, -0.6138], [0.1153, 0.9782, -3.0240], [0.9789, 2.0931, -2.1846], [-1.0333, -0.7593, -1.0592], [-1.8051, 1.8257, 0.6229]], "atomic_forces_ev_per_a": [[2.02, 1.38, -0.49], [-0.38, 1.28, -1.46], [0.84, 0.24, 0.89], [2.05, 0.16, 1.44], [-4.40, -2.20, -0.48], [1.85, 1.88, 0.38], [2.67, 2.97, 1.64], [-1.09, -1.24, -0.92], [-2.79, -1.20, 0.71], [0.70, -0.61, 1.20], [-0.12, -0.59, -1.19], [0.37, -0.41, -1.04], [-0.81, 0.68, -1.94], [0.51, -0.49, 1.04], [0.13, -0.76, 0.38], [-1.57, -0.29, -0.35], [-0.76, -2.07, -0.73], [0.78, 1.27, 0.92]], "orbital_gap_ha": 0.339, "max_force_ev_per_a": 4.9, "charge": 1, "de_lowest_kcal_mol": 81.8, "e_homo_ev": -12.1}



4.
{"formula": "C4H10N4", "method": "ωB97M-V/def2-TZVPD", "elements": ["C", "C", "C", "C", "N", "N", "N", "N", "H", "H", "H", "H", "H", "H", "H", "H", "H", "H"], "xyz": [[-2.3446, -0.1343, 0.7236], [-1.2394, 0.0630, -0.3106], [-0.2390, 1.1604, 0.0407], [0.9526, 0.8864, -0.8477], [1.5518, -0.7056, -0.2618], [2.7660, -0.9644, 0.3511], [0.5691, -1.4942, -0.0319], [-0.5513, -1.2126, -0.5658], [-1.9116, -0.4056, 1.6853], [-2.9257, 0.7803, 0.8362], [-3.0165, -0.9325, 0.4123], [-1.6990, 0.3152, -1.2726], [-0.6441, 2.1672, -0.1083], [0.0544, 1.0801, 1.0910], [1.8411, 1.4751, -0.6414], [0.7353, 0.8669, -1.9135], [2.6770, -1.6041, 1.1374], [3.4240, -1.3413, -0.3242]], "atomic_forces_ev_per_a": [[0.18, -0.10, -0.20], [0.55, 0.41, -1.01], [-0.02, -0.23, -0.10], [1.91, -1.67, 1.93], [-1.21, 3.09, -1.26], [0.52, 0.68, 0.33], [-0.01, -1.25, -1.67], [-1.41, -0.90, 2.05], [0.01, -0.01, 0.08], [-0.02, 0.11, 0.05], [0.06, -0.02, -0.01], [-0.10, 0.16, 0.05], [0.05, -0.08, -0.05], [0.06, 0.04, -0.04], [-0.06, 0.14, -0.04], [0.03, -0.59, 0.11], [-0.30, 0.24, -0.23], [-0.24, -0.03, 0.01]], "orbital_gap_ha": [0.301, 0.302], "max_force_ev_per_a": 3.6, "charge": 0, "de_lowest_kcal_mol": 109.9, "e_homo_ev": [-7.3, -7.3]}



5.
{"formula": "C4H10N4", "method": "ωB97M-V/def2-TZVPD", "elements": ["N", "C", "C", "N", "C", "N", "N", "C", "H", "H", "H", "H", "H", "H", "H", "H", "H", "H"], "xyz": [[-1.2734, -1.6830, -0.0252], [0.1696, -1.2850, -0.2393], [0.7219, -0.4609, -1.3858], [0.3298, 0.9015, -1.3809], [0.3653, 1.6295, -0.3404], [-0.2425, 1.5394, 0.8598], [-0.5744, 0.4204, 1.4131], [0.3937, -0.6354, 1.1832], [-1.6458, -0.8696, 0.3924], [-1.6617, -1.7219, -0.8709], [0.8106, -2.3028, -0.3905], [0.3823, -1.1561, -2.2964], [1.7153, -0.5527, -1.0250], [0.6137, 1.4276, -2.2990], [0.4544, 2.6771, -0.5268], [-0.3063, 0.3981, 2.4257], [0.5876, -1.3493, 2.1731], [1.4713, -0.2883, 1.0440]], "atomic_forces_ev_per_a": [[3.50, -0.06, 1.42], [-0.98, -3.70, 3.19], [-2.21, -2.72, -0.25], [0.90, -1.78, -7.88], [-3.50, 4.07, 6.94], [3.00, 4.13, -3.36], [1.42, -4.48, 3.68], [3.81, -2.82, -0.76], [-0.97, 0.81, 0.76], [-2.40, -0.69, -4.33], [-1.43, 2.17, 0.80], [1.27, 2.28, 1.33], [1.83, -0.08, -1.06], [-0.70, -1.41, 2.52], [0.52, 0.61, -0.32], [-1.66, 1.58, -0.46], [-1.40, 1.30, -2.86], [-0.99, 0.78, 0.64]], "orbital_gap_ha": 0.308, "max_force_ev_per_a": 8.8, "charge": 0, "de_lowest_kcal_mol": 115.9, "e_homo_ev": -7.8}



6.
{"formula": "C4H10N4", "method": "ωB97M-V/def2-TZVPD", "elements": ["N", "C", "N", "C", "N", "C", "C", "N", "H", "H", "H", "H", "H", "H", "H", "H", "H", "H"], "xyz": [[1.5389, -1.6589, 0.0420], [0.5642, -0.9622, -0.7676], [-0.7826, -1.2941, -0.3282], [-1.1598, 0.0720, -0.0544], [-1.7445, 0.2394, 1.2534], [-0.8343, 1.2411, -0.9187], [0.2898, 0.4602, -0.3051], [1.1029, 1.0679, 0.7938], [1.4448, -1.3582, 1.0137], [2.4948, -1.4271, -0.2120], [0.7242, -1.0541, -1.8473], [-1.3554, -1.6822, -1.0715], [-2.0457, -0.6828, 1.5650], [-0.9864, 0.4778, 1.8954], [-1.0701, 2.2280, -0.5395], [-1.0027, 1.1437, -1.9849], [0.7586, 2.0078, 0.9899], [2.0629, 1.1819, 0.4758]], "atomic_forces_ev_per_a": [[0.31, -0.15, -0.14], [0.34, 0.65, 0.53], [-1.52, -0.91, -2.15], [1.15, 0.22, 3.11], [-0.39, 0.31, 0.24], [-0.09, -1.33, -1.92], [0.85, 2.81, 1.83], [-0.50, -0.45, -1.00], [-0.21, -0.15, -0.31], [-0.12, -0.04, -0.25], [0.36, -0.27, 0.18], [-0.01, -0.62, 0.00], [-0.05, 0.26, -0.14], [-0.10, 0.01, 0.01], [0.10, -0.24, 0.33], [-0.05, 0.19, -0.26], [0.08, -0.27, -0.12], [-0.13, -0.01, 0.07]], "orbital_gap_ha": 0.330, "max_force_ev_per_a": 3.5, "charge": 0, "de_lowest_kcal_mol": 64.7, "e_homo_ev": -8.1}